Computed, not measured: C38H34ClMnNO2P as an isolated structure, with the ωB97M-V functional and the def2-TZVPD basis.

XYZ file:
```
78
Properties=species:S:1:pos:R:3:forces:R:3
C -0.6452 -1.8110 0.5236 0.7 -0.9 0.5
C -0.8325 -2.2842 -0.8006 0.0 0.3 1.2
C 0.3973 -2.1460 -1.4974 2.1 0.0 0.2
H -1.7136 -2.8185 -1.1430 0.1 0.4 -0.1
C 1.3496 -1.5469 -0.6221 -0.4 -1.6 -1.0
C 0.7068 -1.3512 0.6469 -1.1 -0.6 0.6
H 1.1947 -1.0184 1.5659 -0.3 0.1 -0.4
H -1.3657 -1.9097 1.3358 0.3 0.4 -0.4
H 0.6495 -2.6001 -2.4532 -0.2 0.5 0.1
H 2.4065 -1.3633 -0.8078 -0.5 0.0 -0.1
Mn -0.2199 0.0619 -0.7714 0.0 1.2 0.4
Cl 1.5920 1.4308 -1.0813 -0.1 0.1 0.4
P -0.1343 0.3749 -3.3675 -0.6 -0.1 -1.3
C 1.0206 -0.7251 -4.2978 0.4 0.0 0.0
C 0.6508 -1.3847 -5.4820 0.1 0.0 0.3
H -0.3818 -1.3592 -5.8280 0.3 0.0 0.1
C 1.6056 -2.0791 -6.2279 0.0 0.1 0.2
H 1.2923 -2.5847 -7.1415 0.2 0.1 0.2
C 2.9351 -2.1154 -5.8076 -0.1 0.2 0.0
H 3.6745 -2.6504 -6.4007 -0.1 0.1 0.2
C 3.3149 -1.4402 -4.6433 -0.1 -0.1 0.0
H 4.3549 -1.4547 -4.3179 -0.2 0.0 -0.1
C 2.3658 -0.7507 -3.8903 -0.2 -0.2 -0.1
H 2.6575 -0.2207 -2.9825 0.0 -0.1 -0.3
C -1.7065 -0.0573 -4.2290 -0.1 -0.1 -0.2
C -2.2923 -1.3042 -3.9449 -0.2 0.4 -0.1
H -1.8071 -1.9870 -3.2477 -0.2 0.2 -0.1
C -3.4962 -1.6635 -4.5437 0.1 0.1 -0.1
H -3.9685 -2.6094 -4.2804 0.1 0.2 -0.1
C -4.0975 -0.8075 -5.4728 0.2 0.1 0.0
H -5.0363 -1.0883 -5.9437 0.2 0.0 0.1
C -3.4831 0.3987 -5.8124 0.1 -0.1 0.2
H -3.9194 1.0597 -6.5610 0.0 -0.2 0.2
C -2.2957 0.7823 -5.1849 -0.1 -0.3 0.2
H -1.8297 1.7354 -5.4353 -0.2 -0.3 0.1
C 0.2898 1.9738 -4.1820 -0.1 0.4 0.4
C 0.9876 2.0501 -5.3964 -0.1 0.0 0.2
H 1.3894 1.1470 -5.8568 -0.2 0.3 0.1
C 1.1881 3.2854 -6.0177 -0.1 -0.1 0.2
H 1.7287 3.3174 -6.9636 -0.1 0.1 0.2
C 0.6987 4.4520 -5.4304 -0.2 -0.3 0.1
H 0.8380 5.4087 -5.9298 0.0 -0.2 0.2
C 0.0100 4.3817 -4.2148 0.1 0.0 -0.1
H -0.3748 5.2908 -3.7553 0.1 -0.2 -0.1
C -0.1832 3.1559 -3.5831 0.3 -0.3 -0.3
H -0.6774 3.1037 -2.6130 0.1 0.1 -0.2
C 3.4155 1.0360 4.2518 0.2 0.1 0.2
C 2.5960 -0.2180 4.1880 -0.1 -0.5 0.2
C 3.2190 -1.4015 3.7890 0.0 -0.2 -0.3
C 2.5012 -2.5969 3.6983 0.1 0.1 0.1
C 1.1224 -2.5796 3.8677 0.3 0.4 0.1
C 0.4873 -1.3710 4.2058 0.7 0.3 0.2
N -0.8933 -1.3588 4.1567 -1.0 -0.8 -0.3
C -1.8102 -0.2990 4.2790 -0.4 0.7 0.4
C -2.7249 -0.3691 5.3479 0.4 0.1 -0.1
C -3.4794 0.7364 5.7067 -0.2 -0.1 -0.3
C -3.4099 1.8867 4.9151 -0.1 -0.1 0.0
C -2.6451 1.8971 3.7453 -0.4 0.0 0.5
C -1.8517 0.8059 3.4094 0.4 -0.2 -0.1
C -0.9528 0.9274 2.1706 1.2 0.0 0.2
O 0.2404 1.2293 2.3836 -1.4 -0.3 -0.7
O -1.4970 0.6918 1.0274 0.4 0.2 -0.3
C 1.2509 -0.2358 4.5840 0.2 -0.9 -0.3
C 0.6953 0.8714 5.4144 -0.3 0.6 -0.2
H 2.9532 1.8727 3.7118 0.0 -0.2 0.2
H 3.5730 1.3329 5.2968 0.0 0.1 -0.2
H 4.3909 0.8335 3.7957 -0.1 0.2 0.2
H 4.2929 -1.3706 3.5804 -0.4 -0.1 0.0
H 3.0235 -3.5273 3.4873 -0.1 0.1 0.0
H 0.5098 -3.4776 3.7847 0.2 0.1 -0.2
H -1.3524 -2.2622 4.2001 0.4 0.1 0.1
H -2.7564 -1.2945 5.9293 0.1 0.4 0.0
H -4.1216 0.6817 6.5916 0.2 0.1 -0.4
H -3.9941 2.7515 5.2171 0.1 0.0 -0.2
H -2.6386 2.7645 3.0883 -0.1 -0.1 0.2
H 0.3578 1.6708 4.7460 -0.1 0.1 0.3
H -0.1444 0.5368 6.0350 0.2 0.1 -0.2
H 1.4593 1.2935 6.0821 -0.1 -0.2 -0.2
```
Forces are in eV/Å.

Results
Net charge: 0
Molar mass (g/mol): 658.06
Orbital gap (spin up / spin down) (eV): 4.64 / 6.88
Spin multiplicity: 5

Want to see where the charge sits? The Löwdin charges in e are:
1. C -0.13
2. C -0.10
3. C -0.18
4. H 0.12
5. C -0.18
6. C -0.13
7. H 0.11
8. H 0.12
9. H 0.11
10. H 0.11
11. Mn 0.55
12. Cl 0.13
13. P 1.04
14. C -0.38
15. C -0.08
16. H 0.10
17. C -0.07
18. H 0.11
19. C -0.08
20. H 0.10
21. C -0.07
22. H 0.11
23. C -0.11
24. H 0.06
25. C -0.36
26. C -0.11
27. H 0.08
28. C -0.08
29. H 0.11
30. C -0.08
31. H 0.10
32. C -0.07
33. H 0.11
34. C -0.07
35. H 0.10
36. C -0.38
37. C -0.07
38. H 0.10
39. C -0.07
40. H 0.11
41. C -0.08
42. H 0.10
43. C -0.07
44. H 0.11
45. C -0.11
46. H 0.10
47. C -0.04
48. C -0.25
49. C -0.08
50. C -0.11
51. C -0.06
52. C -0.22
53. N 0.09
54. C -0.22
55. C -0.04
56. C -0.09
57. C -0.09
58. C -0.03
59. C -0.08
60. C -0.59
61. O 0.01
62. O -0.12
63. C -0.18
64. C -0.03
65. H 0.09
66. H 0.08
67. H 0.07
68. H 0.10
69. H 0.10
70. H 0.11
71. H 0.14
72. H 0.11
73. H 0.10
74. H 0.10
75. H 0.12
76. H 0.08
77. H 0.09
78. H 0.08